(1)
C4H4N2O | ωB97M-V with the def2-TZVPD basis set

Structure (XYZ):
```
11
Properties=species:S:1:pos:R:3:forces:R:3:mulliken_charge:R:1
N 0.9249 0.3872 -0.6035 0.25 -0.06 0.11 -0.04
C 1.4518 -0.7720 -0.2176 -0.43 0.26 -0.12 -0.43
C 0.2414 -1.4897 0.3017 -0.12 -0.06 0.04 -0.28
C -0.8540 -0.7206 0.2727 0.10 -0.10 -0.01 -0.55
C -0.4595 0.6260 -0.2546 0.06 -0.17 -0.12 0.24
N -0.5858 1.6507 0.8847 0.47 -0.14 0.54 0.02
O 0.3626 1.6546 1.6068 -0.57 0.17 -0.38 -0.27
H 1.5226 1.1502 -0.8904 -0.13 -0.09 -0.04 0.21
H 0.2781 -2.5126 0.6596 -0.01 0.15 -0.07 0.39
H -1.8652 -0.9727 0.5692 0.14 0.08 0.03 0.40
H -1.1003 1.0070 -1.0561 0.23 -0.04 0.03 0.34
```
Forces are in eV/Å.

* E_HOMO (alpha / beta): -0.3183 / -0.3183 Ha
* orbital gap (alpha / beta): 8.062 / 8.061 eV

=====

(2)
C4H11N2O2 | ωB97M-V with the def2-TZVPD basis set

Structure (XYZ):
```
19
Properties=species:S:1:pos:R:3:forces:R:3:mulliken_charge:R:1
N 0.7666 -0.6574 2.3032 0.80 -1.04 0.66 -0.56
C -0.3599 -0.5080 1.3674 -2.09 1.32 2.86 -0.17
C 0.0858 0.1549 0.0903 -0.93 -1.65 -3.34 -0.09
C 0.3340 1.6904 0.0757 -1.42 0.04 -1.73 -0.52
O 0.8455 2.2508 1.2517 2.93 -2.35 2.40 -0.53
N -1.0281 -0.2447 -0.9293 0.23 0.03 3.39 -0.45
C -0.6888 -1.5062 -1.7410 1.11 -0.72 2.67 -0.23
O -0.2060 -1.1077 -2.8199 0.32 0.08 -4.27 -0.78
H 1.6645 -0.5982 1.8496 0.14 -0.49 -0.38 0.18
H 0.7700 -1.5002 2.8962 -0.19 0.67 -0.61 0.21
H -0.9558 0.3842 2.1267 0.34 -2.70 -2.90 0.17
H -1.0252 -1.5070 1.0917 1.83 2.73 0.97 0.27
H 0.9833 -0.4431 -0.3556 -0.78 1.12 1.10 0.16
H 0.9232 1.9737 -0.9392 -1.16 -0.55 2.37 0.22
H -0.6786 2.1978 0.1019 0.76 -0.70 -1.00 0.29
H 1.3604 1.5052 1.7972 -1.72 2.38 -1.72 0.35
H -1.2037 0.5194 -1.5478 0.26 0.10 -0.83 0.22
H 0.2367 -1.9936 -1.1434 -1.59 -0.09 0.43 0.10
H -1.5870 -2.3549 -1.7034 1.15 1.81 -0.04 0.17
```
Forces are in eV/Å.

* E_HOMO: -0.0945 Ha
* SMILES string: NC[C@H](CO)NC[O-]
* orbital gap: 6.229 eV
* charge: -1

=====

(3)
C33H20CoF9N2PS3Sb | ωB97M-V with the def2-TZVPD basis set

Structure (XYZ):
```
70
Properties=species:S:1:pos:R:3:forces:R:3:mulliken_charge:R:1
Co 0.0177 0.9184 1.8016 -0.10 -0.40 -0.38 0.60
C 0.0216 -1.0549 5.7174 -0.60 0.59 -0.38 -1.06
C -0.3923 -0.5453 4.4804 0.42 -0.09 -0.56 -0.12
N 0.4542 0.0213 3.6159 0.17 -0.67 0.60 0.41
C 1.7647 0.0823 3.9596 0.67 0.36 0.55 0.09
C 2.2597 -0.3480 5.2149 -0.60 -0.05 -1.07 0.81
C 1.3236 -0.9178 6.0928 0.33 0.10 -0.28 -0.64
C 3.6662 -0.2624 5.4764 -0.09 0.37 0.26 -0.94
C 4.5286 0.1775 4.5417 -0.32 -0.14 0.15 -0.99
C 4.0648 0.6040 3.2547 1.11 0.30 0.15 0.93
C 4.9250 1.0922 2.2554 0.89 0.47 0.16 -0.60
C 4.3741 1.5833 1.0946 1.27 0.13 -0.63 -0.84
C 3.0056 1.5209 0.8955 -1.16 0.44 0.05 -0.33
N 2.1749 1.0784 1.8450 0.40 0.14 -1.11 0.21
C 2.7140 0.6439 2.9982 -1.79 -0.80 0.12 0.27
H -0.7318 -1.4576 6.3711 0.00 -0.24 0.14 0.45
H -1.4157 -0.6233 4.1285 0.18 0.01 0.34 0.42
H 1.6518 -1.2762 7.0398 0.21 -0.20 0.65 0.49
H 4.0129 -0.4701 6.4779 0.06 -0.28 0.03 0.41
H 5.5695 0.2480 4.7824 0.44 0.03 -0.06 0.43
H 6.0328 1.1621 2.4266 -1.27 -0.22 -0.15 0.38
H 5.0284 2.0174 0.3172 -0.54 -0.35 0.48 0.40
H 2.5547 1.9156 -0.0349 0.21 -0.39 0.64 0.55
S -2.2325 2.2207 4.5225 -0.31 -0.01 -0.97 -0.23
Sb -2.9844 2.4952 2.2210 0.85 -0.49 0.71 0.52
S -2.5432 0.0648 1.9854 0.13 0.83 0.12 -0.26
S -0.6012 3.0483 2.1169 -0.67 0.65 0.06 -0.52
F 2.4705 2.0248 -6.6820 0.11 -0.47 0.05 -0.26
C 2.4250 0.7629 -6.2004 0.68 0.15 0.50 0.93
F 1.7092 0.0295 -7.0533 -0.13 -0.01 -0.09 -0.24
F 3.6809 0.2565 -6.1920 -0.40 0.33 -0.12 -0.27
C 1.8306 0.7504 -4.8114 -1.74 0.63 -0.23 0.04
C 2.2940 -0.0435 -3.7908 0.52 -0.20 0.41 -0.91
C 1.6414 -0.1218 -2.5511 1.02 -0.37 -0.70 -0.22
C 0.4864 0.5956 -2.3686 -0.70 0.16 1.31 0.13
C 0.0187 1.4314 -3.3736 -0.42 0.56 -0.26 -0.15
C 0.6439 1.5038 -4.6019 0.99 -0.51 0.21 -1.08
P -0.4300 0.3771 -0.7456 0.10 -0.26 -0.09 1.02
C -0.6588 -1.4301 -0.7777 -0.32 0.66 -0.56 0.42
C -0.3639 -2.2338 0.2925 0.43 -0.68 1.49 -0.05
C -0.4506 -3.6272 0.2136 -0.55 0.65 -1.02 -1.12
C -0.9217 -4.1967 -0.9838 0.39 0.68 1.19 0.15
C -1.3020 -3.3893 -2.0130 -0.47 0.87 -1.61 -1.14
C -1.1611 -2.0112 -1.9223 0.31 -0.86 -0.12 -0.53
C -0.9125 -5.6610 -1.1734 0.65 -0.16 -0.83 0.90
F 0.3640 -6.0363 -1.4898 -0.67 -0.18 0.00 -0.26
F -1.2522 -6.2946 -0.0701 -0.29 -0.66 0.44 -0.25
F -1.7258 -6.0378 -2.1855 0.42 -0.14 0.55 -0.27
C -2.1064 1.0101 -1.1023 0.28 1.37 -0.09 1.15
C -3.2249 0.2495 -1.3733 0.38 -0.24 0.06 -0.38
C -4.4483 0.8440 -1.5976 -0.31 -0.43 0.38 -1.11
C -4.6241 2.2046 -1.4758 0.26 -0.20 -0.25 0.15
C -3.5068 2.9981 -1.2612 0.40 0.46 0.14 -1.04
C -2.2584 2.4197 -1.0831 0.10 -0.91 0.06 -1.05
C -6.0181 2.7596 -1.5419 0.14 0.12 0.03 0.85
F -6.7775 2.1265 -2.4260 -0.21 -0.49 -0.36 -0.26
F -6.6252 2.6349 -0.3463 0.05 0.16 0.10 -0.25
F -6.0172 4.0436 -1.8886 0.04 0.53 0.18 -0.27
H 3.2099 -0.5998 -3.9279 0.02 -0.11 -0.08 0.46
H 2.1063 -0.7725 -1.8001 -0.50 0.28 -0.12 0.49
H -0.8416 2.0806 -3.2150 0.06 -0.36 0.02 0.31
H 0.2283 2.1561 -5.3566 0.16 -0.05 -0.15 0.45
H -0.0759 -1.7657 1.2482 0.06 -0.36 -0.44 0.12
H -0.2006 -4.2434 1.0477 0.17 -0.30 0.40 0.50
H -1.6900 -3.7666 -2.9699 0.25 -0.16 0.66 0.42
H -1.3885 -1.4308 -2.7871 -0.16 0.43 -0.44 0.77
H -3.1490 -0.8224 -1.3772 -0.13 -0.20 -0.08 0.53
H -5.2720 0.1825 -1.7859 -0.44 0.01 -0.10 0.46
H -3.5677 4.0780 -1.2167 -0.24 0.00 0.00 0.48
H -1.3819 3.0261 -0.8816 -0.14 0.18 -0.04 0.50
```
Forces are in eV/Å.

* E_HOMO (alpha / beta): -0.4117 / -0.4140 Ha
* orbital gap (alpha / beta): 7.756 / 5.927 eV
* charge: +1
* multiplicity: 6

=====

Energy above the lowest of the compared OMol25 structures with the same formula, charge and spin (kJ/mol)
483.0 563.0 0.0